Entry 1:
This record from the Open Molecules 2025 dataset describes C57H46Br2F4N4OP3ReS as an isolated structure in a non-equilibrium geometry. The level of theory is ωB97M-V/def2-TZVPD.

Geometry as XYZ:
```
119
Properties=species:S:1:pos:R:3:lowdin_charge:R:1
C -1.87115 4.49809 -0.11055 0.00
N -3.85288 3.52723 -0.17642 0.05
C -5.81011 2.07245 -0.02287 0.00
C 2.11587 -2.53838 -6.72205 -0.39
C -2.56309 0.39789 -2.56763 -0.12
H 0.72154 2.90325 -4.80371 0.12
C -4.21792 -0.75778 -3.86910 -0.03
H -3.58312 1.26360 -4.23639 0.12
C -0.43028 2.45391 -0.13615 -0.63
H -3.07342 -1.53751 1.26453 0.07
C 2.01436 1.22052 -2.16770 -0.37
Br -1.95126 0.93450 2.40839 0.31
C -1.26359 -2.32162 0.38775 -0.37
C -2.60990 -3.49125 2.00622 -0.04
H -1.96766 1.28322 -2.37584 0.09
H -8.02797 4.87493 -1.48861 0.14
H 3.58347 -4.14753 0.66899 0.12
H 1.24535 -1.88939 -6.80234 0.04
H -3.04377 -2.76015 -1.40040 0.11
H 1.52988 -2.42389 2.79918 0.09
H 4.54846 3.33541 -2.94176 0.12
C 3.57910 2.85765 -2.98829 -0.03
C 5.34427 -0.80717 2.88183 -0.03
C -0.61906 -4.51765 1.11140 -0.04
H 3.17578 1.99290 1.33695 0.10
C 4.65850 -3.37611 -1.02415 -0.03
C 2.92422 -1.21417 -0.89822 -0.34
C -5.26349 3.31260 -0.33693 -0.16
N -1.72400 3.12023 -0.13213 -0.02
C -0.08855 -0.46323 5.06053 -0.11
C 3.78353 1.18926 1.75100 -0.12
H -4.65831 -2.76993 -3.26139 0.13
H 0.25789 -3.35612 -5.00366 0.09
C 3.20365 0.22717 2.58232 -0.38
C -0.66223 -1.45848 5.83150 -0.03
F 1.14345 5.46135 4.55398 0.12
C -9.30347 2.54909 -1.16790 -0.16
H 3.96758 1.55987 -1.32940 0.10
P 1.58753 0.00273 -0.91188 0.95
C 1.55471 4.22968 4.80395 -0.24
C 5.92276 0.14435 2.05485 -0.03
S 2.58476 -2.75334 -4.99352 0.82
P -1.02665 -0.83409 -0.60225 0.87
C -1.73388 -4.56989 1.93763 -0.04
H 1.65452 -3.25515 -2.27340 0.09
C -7.39915 4.09018 -1.09201 0.02
H 5.95668 -1.57624 3.33412 0.12
H -1.02585 5.16415 -0.08258 0.14
F 2.84745 0.44135 5.58108 0.13
F 3.40626 2.40012 7.28831 0.19
C -0.36847 -3.38953 0.34619 -0.09
C 1.42812 2.61030 -4.03815 -0.04
H 2.90336 4.03401 -4.65347 0.12
C -7.93993 2.83304 -0.83416 -0.20
H -1.27437 -1.18663 6.68089 0.12
H -5.21065 1.30144 0.44480 0.11
C 1.25511 3.20775 3.91834 -0.54
C 3.67618 -3.33651 -0.04234 -0.05
H -0.27689 0.57503 5.30282 0.11
Br 0.28192 3.66878 2.38021 0.99
C -2.38073 -2.37010 1.23103 -0.13
C 2.66284 3.24252 -3.95644 -0.03
H 6.98626 0.11332 1.85851 0.12
C 0.73467 -0.80619 3.98656 -0.40
C -6.05755 4.32746 -0.85198 0.02
H -0.05882 -3.64958 -2.51879 0.11
C 2.41269 1.66641 5.30486 -0.20
N -10.38283 2.29670 -1.46746 0.21
C 2.28948 3.97111 5.95206 -0.11
H 0.13972 1.11124 -3.21865 0.09
C 1.09850 1.60830 -3.14360 -0.10
C 1.67595 1.90300 4.14215 -0.30
H -7.58359 0.87231 -0.03905 0.14
C 2.71510 2.67347 6.20491 -0.12
C 0.34063 -3.13720 4.42971 -0.06
C 3.25474 1.85390 -2.09021 -0.09
H -0.89460 -3.56987 6.12721 0.12
C 0.78503 -3.07503 -2.91217 -0.25
C 3.89169 -1.26866 -1.89956 -0.08
C -0.44422 -2.79531 5.52090 -0.03
H -0.48698 -1.42249 -3.45507 0.12
C 5.14309 1.14961 1.49703 -0.06
H 2.03923 -2.21728 0.77646 0.06
H -5.64275 5.29636 -1.09458 0.12
C -7.14501 1.83138 -0.27621 0.01
H 3.95625 -0.49451 -2.65122 0.11
N 0.34462 -0.98795 -1.56767 -0.40
H 1.27275 -4.63328 -4.31221 0.08
H -1.92758 -5.45871 2.52384 0.13
H 2.96390 -2.07528 -7.22024 0.04
C 0.92094 -2.14747 3.65238 -0.10
Re 0.00031 0.72511 0.95879 0.77
C -4.07087 -1.88218 -3.06906 -0.03
H 3.54636 -1.49551 3.82512 0.11
H -3.13353 1.50956 -0.21848 0.10
C 4.75854 -2.35024 -1.95184 -0.04
H 0.50541 -3.34035 -0.29084 0.07
C 2.81598 -2.25578 0.02146 -0.14
H 1.24304 -1.06095 -3.43977 0.08
H 0.50765 -4.17741 4.18405 0.12
H 5.60443 1.91352 0.88395 0.12
H 0.05443 -5.36317 1.05634 0.12
F 2.57958 4.93964 6.78119 0.20
C -3.46913 0.38606 -3.61340 -0.04
P 1.45646 0.50855 2.97204 0.95
C 3.98534 -0.76920 3.15397 -0.07
H 5.50394 -2.39441 -2.73450 0.12
H -3.71232 5.69095 -0.08041 0.15
C 1.08868 -3.56062 -4.32625 -0.46
C -2.94169 2.56471 -0.17164 -0.10
H 1.91088 -3.50119 -7.18441 0.05
H -3.47769 -3.53389 2.65081 0.12
C -2.40045 -0.73969 -1.77144 -0.34
C -3.16322 -1.88063 -2.01955 -0.06
O 0.48923 3.07351 -0.57140 0.03
C 0.44605 -1.58574 -2.91083 -0.24
H -4.91398 -0.77229 -4.69716 0.13
H 5.34491 -4.21142 -1.06848 0.12
C -3.19695 4.74865 -0.13120 0.05
```

Computed properties:
**Expectation value of S²**: 3.784
**Total energy**: -259626.809 eV
**Multiplicity**: 4
**Energy relative to the best compared isomer or geometry (same formula, charge and spin)**: 0.0 kcal per mole
**Total charge**: +3
**Lowest unoccupied orbital energy (alpha / beta)**: -9.3 / -10.2 eV
**Frontier orbital gap (alpha / beta)**: 0.1810 / 0.1468 hartree


Entry 2:
This record from the Open Molecules 2025 dataset describes C57H46Br2N5O3P2PbTe as an isolated structure. The level of theory is ωB97M-V/def2-TZVPD.

Geometry as XYZ:
```
117
Properties=species:S:1:pos:R:3:lowdin_charge:R:1
C 0.30813 3.63732 -0.14962 -0.47
C 1.01826 -3.38967 1.57517 -0.13
C -2.66622 -2.17903 3.80479 -0.09
N 3.01424 -0.95210 -0.05444 -0.03
O 5.17874 0.37341 2.61689 -0.06
N 3.08358 1.14859 1.99962 -0.37
H 3.59722 1.06495 -1.61284 0.10
H 3.87906 5.20498 -2.72763 0.07
C 1.99395 5.48363 3.40619 -0.08
C 1.55707 3.52662 -0.90309 -0.15
C -2.99647 0.28374 -1.79034 -0.37
C 0.40779 6.04570 -0.68578 -0.20
C 1.99294 -5.06599 0.15848 -0.09
H 3.15115 2.24615 5.14293 0.08
H -3.73215 -2.16556 5.66426 0.10
H -0.04968 7.02125 -0.58821 0.09
H -3.78209 -3.17598 -0.62426 0.07
H 4.23160 2.82669 1.57442 0.14
C -4.22520 1.77258 3.01469 -0.08
H -3.24519 -4.12590 -5.50838 0.10
H 4.52413 -2.99505 -2.28721 0.09
C -0.25094 -4.28891 -0.24545 -0.11
C -0.82245 -1.75955 -5.50805 -0.05
C -5.87546 1.70652 1.26890 -0.09
C 5.18013 -1.75668 0.79548 -0.03
C 2.35201 -1.49572 -2.31016 -0.31
H 4.86812 1.56344 4.26681 0.11
H -2.12486 -2.51875 -7.02855 0.10
H -0.33515 -1.06043 -6.18008 0.12
H 2.35815 -0.32631 -5.04181 0.12
C 3.27798 -1.68099 -1.15940 -0.28
C -3.68540 0.76677 0.88309 -0.33
H -4.59898 -1.71900 -0.03287 0.07
C 3.86256 2.31978 2.47560 -0.30
C 2.84458 3.15792 4.64888 -0.12
H 5.88236 -1.77623 1.61805 0.10
C 0.82079 -5.10919 -0.57836 -0.09
C 2.00525 -1.20969 -4.50920 -0.09
H -4.60697 -0.84784 -4.54898 0.10
N 2.09690 2.28966 -0.97192 0.03
C -4.96660 1.07159 0.43238 -0.09
C -2.09014 -3.52448 -3.80046 -0.09
H -4.05457 1.42908 -5.33796 0.10
H 4.80668 2.90857 -2.82471 0.10
C -3.79426 -2.42639 0.17288 -0.14
H 1.91262 3.93599 6.41048 0.10
C -3.69221 -0.57758 -2.63090 -0.10
H -2.52787 -1.10522 3.79367 0.09
H 1.90202 -2.03859 -5.21060 0.12
N 1.11504 -1.20005 -2.30984 0.11
H -2.81130 2.97845 -3.85137 0.10
H 6.14393 -3.26004 -0.33445 0.09
C -1.83201 -2.57777 -5.98741 -0.09
C -3.31842 1.14356 2.17668 -0.10
Pb 0.88136 0.33123 0.29560 1.01
H -1.93568 -4.93774 1.99148 0.10
C -1.08768 -2.68929 -3.32115 -0.03
C -3.06352 1.98138 -3.51260 -0.08
H -6.86939 1.93935 0.90682 0.10
C -3.76017 1.11215 -4.34500 -0.10
C 1.57859 5.90732 -1.38279 -0.65
H 0.40150 0.09210 -3.79299 0.15
C -2.46472 -3.47512 -5.13404 -0.10
P -1.27306 -2.07000 1.40518 0.93
H -2.12307 2.24017 -1.59833 0.10
C -0.20876 4.94445 -0.09304 -0.62
C 1.70446 5.27362 4.74503 -0.10
C -2.34106 -4.32651 2.78933 -0.09
Te 1.42680 0.46721 3.18284 0.66
O -0.23551 2.63375 0.38992 -0.27
H 5.97742 2.21564 3.04239 0.13
C 2.08519 -4.20804 1.24707 -0.07
H -3.94008 -1.57686 -2.30772 0.08
C 4.38211 -2.46413 -1.35950 -0.06
C 5.31605 -2.56274 -0.27374 -0.11
H -4.03086 -2.93036 1.11057 0.07
C 3.13209 3.35024 3.29886 -0.22
H 1.65511 6.38217 2.90701 0.10
H 1.13756 -2.67324 2.38132 0.05
C -0.16774 -3.41439 0.82918 -0.38
H -1.14581 -4.34815 -0.84923 0.09
P -2.36054 -0.02591 -0.11148 0.93
H 2.83853 -5.67877 -0.12630 0.10
C -3.02131 -4.92622 3.83886 -0.09
C -3.52506 -4.15145 4.87554 -0.10
H 3.00531 -4.13540 1.81239 0.11
H 2.93802 4.70288 1.65184 0.11
C 4.08096 -0.79761 0.85223 -0.25
C 2.13917 4.11134 5.36595 -0.09
H 1.13805 6.01051 5.30118 0.10
C 3.20964 2.07970 -1.62925 -0.12
N -2.51720 -1.71644 0.25639 -0.50
H -2.29618 0.98085 2.50554 0.09
C -5.50811 2.05206 2.56143 -0.09
C 2.18143 4.63648 -1.52335 -0.20
H -5.25708 0.81862 -0.58108 0.10
C 0.71271 -0.95460 -3.69837 -0.24
Br -1.82392 5.20321 0.85911 0.72
C -2.15729 -2.94528 2.75832 -0.36
H -4.04453 -4.62147 5.70133 0.10
H -6.21230 2.56245 3.20683 0.10
C 5.04878 1.65928 3.19411 -0.14
C -4.07242 -0.16317 -3.90255 -0.09
C -0.43155 -1.81757 -4.17140 -0.18
C -3.34757 -2.77558 4.85666 -0.08
H -3.15655 -6.00075 3.84951 0.10
Br 2.37134 7.45103 -2.16738 0.71
C 3.37661 4.38277 -2.23553 -0.04
C -2.67948 1.56872 -2.24803 -0.09
H -3.92199 2.06989 4.01083 0.10
C 4.07464 0.19086 1.76842 -0.42
C 3.88884 3.11845 -2.29218 -0.05
H -2.58303 -4.21200 -3.12261 0.10
O 2.97808 -1.55828 -3.52092 -0.01
H 0.73891 -5.76509 -1.43659 0.10
C 2.70908 4.52984 2.69556 -0.03
H -0.82755 -2.67575 -2.27354 0.08
```

Computed properties:
**Total energy**: -244654.968 eV
**Multiplicity**: 1
**Energy relative to the best compared isomer or geometry (same formula, charge and spin)**: 16.2 kcal per mole
**Total charge**: -1
**Lowest unoccupied orbital energy**: 2.2 eV
**Frontier orbital gap**: 0.1864 hartree